Here is a cluster of 9 separate species, C27H69N3O9 in total at a distorted geometry from the OMol25 dataset. Energies are from ωB97M-V/def2-TZVPD.

```
108
Properties=species:S:1:pos:R:3:forces:R:3:mulliken_charge:R:1
O -2.13986 1.09206 -0.79172 0.29 0.05 -0.08 -0.622
H -2.70538 1.69450 -0.30854 -0.12 0.18 0.14 0.318
H -2.70638 0.35088 -1.00608 -0.13 -0.26 -0.07 0.308
O 4.27037 -1.42881 4.27424 0.02 -0.29 -0.02 -0.663
H 3.79486 -0.86422 3.66485 -0.16 0.14 -0.23 0.302
H 4.47103 -0.86245 5.01936 0.08 0.26 0.28 0.331
O 5.94962 0.51691 -0.20526 0.22 0.15 -0.07 -0.633
H 5.41741 0.65041 0.57906 -0.13 0.03 0.21 0.305
H 5.43323 -0.07983 -0.74698 -0.11 -0.23 -0.14 0.327
O 3.55160 -2.26742 -2.18939 0.02 0.14 0.32 -0.612
H 3.44154 -1.53726 -2.79847 -0.03 0.22 -0.20 0.328
H 3.37113 -3.04718 -2.71438 -0.03 -0.25 -0.08 0.289
O -0.04190 -3.27991 3.50354 -0.26 -0.06 -0.09 -0.635
H 0.61707 -2.62164 3.28294 0.21 0.21 -0.15 0.314
H 0.26626 -3.66194 4.32533 0.07 -0.12 0.20 0.320
O 1.73357 -0.43158 0.84873 0.17 0.04 0.32 -0.621
H 2.02568 -0.93793 0.09076 0.14 -0.25 -0.24 0.316
H 0.91848 -0.01946 0.56236 -0.28 0.16 -0.06 0.309
C -2.69717 2.87529 -5.62227 0.47 -0.19 -0.21 -1.818
C -1.34312 2.79937 -6.42501 -1.15 0.46 -0.46 1.615
C -1.53524 3.67795 -7.72067 0.20 0.08 0.02 -1.287
C -1.35110 5.17098 -7.57232 0.81 0.52 0.95 -0.608
C -0.00627 5.42822 -6.89670 -0.76 -1.09 0.91 -1.218
C 0.18806 4.64126 -5.50910 -0.11 1.29 -1.57 1.508
N -0.12556 3.21183 -5.70016 0.25 1.19 -2.41 0.058
O 0.19967 2.43510 -4.60433 -0.57 -0.06 0.29 -0.368
C 1.68159 4.77868 -5.25017 0.12 -0.51 0.53 -1.918
C -0.63648 5.32790 -4.41659 -0.77 -0.77 -0.10 -1.603
C -1.21098 1.31361 -6.79695 0.28 -0.32 0.28 -1.803
H -2.54502 2.33966 -4.68523 -0.19 0.33 0.38 0.460
H -3.47076 2.29998 -6.13086 0.16 -0.16 -0.28 0.462
H -3.14611 3.86093 -5.49958 0.42 0.13 0.29 0.337
H -0.81785 3.42906 -8.50265 0.05 -0.69 0.06 0.418
H -2.54139 3.54681 -8.11886 -0.01 -0.63 0.02 0.414
H -2.16095 5.66392 -7.03451 -0.14 -0.04 0.06 0.324
H -1.21999 5.67520 -8.52975 -0.64 -0.21 -0.30 0.371
H 0.10825 6.50247 -6.75195 0.30 -0.04 0.28 0.443
H 0.72929 5.08280 -7.62316 0.41 -0.01 0.26 0.396
H 2.01264 5.81719 -5.24683 -0.15 0.05 -0.10 0.366
H 1.95445 4.34568 -4.28780 0.06 -0.05 0.02 0.378
H 2.19888 4.22473 -6.03351 0.15 0.09 0.05 0.466
H -0.57819 4.72614 -3.50962 0.64 0.52 0.51 0.377
H -0.40305 6.38734 -4.31073 0.32 -0.21 0.39 0.402
H -1.71139 5.26763 -4.58693 -0.09 0.17 -0.61 0.299
H -1.75775 1.03283 -7.69711 -0.01 0.31 -0.10 0.386
H -1.62399 0.69494 -6.00020 0.00 -0.02 0.11 0.346
H -0.17192 0.99755 -6.88941 0.04 0.24 -0.22 0.446
H -0.53364 2.63204 -4.01690 -0.09 -0.40 0.97 0.352
C -6.67141 -5.46467 -0.70834 0.64 -0.07 0.60 -1.601
C -5.25214 -5.94504 -0.17089 -1.89 0.85 -0.37 1.358
C -5.05603 -7.37221 -0.66701 0.82 -0.98 -0.78 -1.084
C -4.63248 -7.48744 -2.14911 -0.55 0.08 0.84 -0.726
C -3.37831 -6.70552 -2.44470 -0.83 1.61 -0.43 -0.980
C -3.64445 -5.13267 -2.03460 -0.39 -0.10 0.36 1.192
N -4.19757 -5.03826 -0.64893 0.90 -3.05 -0.68 0.323
O -4.41084 -3.72961 -0.25627 -0.39 0.71 0.00 -0.467
C -2.32231 -4.36492 -1.93401 0.99 -0.20 -1.19 -1.817
C -4.55641 -4.43221 -3.14356 1.51 -1.16 0.40 -1.642
C -5.24288 -5.86553 1.38481 0.33 0.22 -0.66 -1.994
H -6.87487 -4.43847 -0.40232 0.09 0.00 0.13 0.324
H -7.44885 -6.10640 -0.29377 -0.07 -0.01 -0.04 0.452
H -6.73853 -5.47178 -1.79626 0.10 -0.25 0.08 0.323
H -4.32145 -7.91545 -0.07254 0.38 0.24 0.18 0.339
H -5.93883 -8.00506 -0.57608 -0.45 0.50 0.36 0.466
H -5.43804 -7.10732 -2.77736 -0.09 0.36 0.00 0.286
H -4.59650 -8.52486 -2.48162 0.43 -0.21 0.34 0.421
H -3.27937 -6.82211 -3.52391 0.14 0.86 -0.36 0.440
H -2.43254 -7.14451 -2.12705 -0.16 0.26 0.98 0.383
H -1.72204 -4.54679 -1.04255 -0.51 -0.13 0.27 0.434
H -1.67003 -4.70216 -2.73956 0.06 -0.14 -0.32 0.456
H -2.36659 -3.28960 -2.10674 -0.50 0.05 0.29 0.289
H -3.89798 -4.50641 -4.00906 -0.17 0.42 -0.36 0.469
H -5.45576 -4.98860 -3.40760 -0.03 0.15 0.30 0.382
H -4.75311 -3.38488 -2.91440 -0.09 -0.18 0.11 0.324
H -4.22437 -5.96380 1.76042 0.18 -0.22 -0.15 0.437
H -5.84181 -6.62883 1.88154 -0.23 0.12 -0.21 0.377
H -5.55618 -4.86164 1.67143 -0.37 -0.15 0.19 0.461
H -3.99429 -3.73327 0.60864 0.19 0.46 0.11 0.374
C 2.70447 2.87266 8.53861 -0.07 -0.71 -0.63 -1.716
C 3.03330 1.77105 7.41296 -0.58 1.73 0.60 1.206
C 2.30593 2.18861 6.05522 0.96 -0.86 -0.03 -1.056
C 3.00404 3.20094 5.13428 1.28 0.66 0.19 -0.717
C 4.53395 2.92611 5.00113 -0.32 -0.68 1.14 -1.128
C 5.23241 2.61563 6.41323 0.85 1.00 -1.81 1.226
N 4.48136 1.61876 7.13092 -1.29 -1.44 -1.09 0.951
O 5.18320 1.19023 8.26520 -0.10 0.31 0.79 -0.563
C 6.65809 2.04825 6.08058 -0.34 0.19 0.04 -1.828
C 5.37432 3.92201 7.21696 -0.04 0.10 -0.20 -1.692
C 2.40965 0.42497 7.86581 -0.25 0.47 -0.63 -1.814
H 3.48562 2.94500 9.29537 0.08 -0.03 -0.17 0.310
H 1.78293 2.61398 9.06008 -0.03 -0.30 0.01 0.447
H 2.48656 3.85668 8.12349 0.39 0.03 -0.17 0.351
H 2.26667 1.26244 5.48182 0.00 -0.26 -0.13 0.400
H 1.25671 2.44022 6.20991 0.10 0.22 0.40 0.390
H 2.88202 4.24181 5.43395 -0.19 0.02 0.46 0.321
H 2.60143 3.19053 4.12142 -0.32 -0.30 0.05 0.450
H 5.10972 3.69798 4.49042 -0.27 0.61 0.39 0.450
H 4.65285 2.12226 4.27463 0.09 -0.73 0.46 0.303
H 6.61818 1.28974 5.29879 -0.25 -0.31 0.19 0.364
H 7.33204 2.79815 5.66645 -0.28 0.41 0.06 0.380
H 7.17302 1.65594 6.95753 -0.20 -0.06 0.01 0.435
H 5.64926 3.67717 8.24290 0.01 0.13 0.02 0.342
H 6.12363 4.59148 6.79450 0.20 -0.18 -0.05 0.413
H 4.45215 4.50310 7.21212 -0.11 -0.17 0.17 0.312
H 1.32842 0.56129 7.88696 -0.14 0.12 -0.14 0.448
H 2.62758 0.04235 8.86292 0.64 0.25 -0.11 0.358
H 2.60003 -0.31802 7.09134 0.18 -0.25 0.17 0.363
H 5.41317 0.27647 8.08146 0.00 -0.10 -0.06 0.318
```
Forces are in eV/Å.

multiplicity = 1
gap between HOMO and LUMO = 8.0174 eV
SMILES = CC1(C)CCCC(C)(C)N1O.CC1(C)CCCC(C)(C)N1O.CC1(C)CCCC(C)(C)N1O.O.O.O.O.O.O
largest force on an atom = 0.063 Eh/bohr
charge = 0
energy relative to the best compared isomer or geometry (same formula, charge and spin) = 206.0 kJ/mol

Here is a cluster of 7 separate species, C27H70N2O9 in total at a distorted geometry from the OMol25 dataset. Energies are from ωB97M-V/def2-TZVPD.

```
108
Properties=species:S:1:pos:R:3:forces:R:3:mulliken_charge:R:1
C 1.14552 -2.07564 3.35380 -0.51 0.41 0.54 -0.398
O 1.41052 -3.16364 2.47480 -0.30 1.58 0.00 -0.198
C 0.50452 -4.20564 2.58180 -0.09 -1.03 0.11 -1.158
C -0.97448 -3.85464 2.47280 -1.44 0.74 0.40 0.101
N -1.80248 -5.05564 2.30780 -0.40 0.00 1.14 -0.389
C -1.67548 -5.60564 0.98580 -0.26 -0.93 -0.27 0.285
C -2.22648 -7.03364 0.98380 -0.58 0.62 -0.29 -0.883
O -2.13748 -7.57064 -0.32420 -0.17 -1.09 0.41 -0.340
C -2.55348 -8.94664 -0.19420 0.68 1.28 0.47 -0.785
H 0.13652 -1.61564 3.29380 0.63 -0.43 -0.64 -0.070
H 1.88652 -1.33264 3.10480 0.04 0.38 0.04 0.114
H 1.24252 -2.32064 4.42180 0.30 -0.48 -0.15 0.395
H 0.73952 -4.69964 3.50580 -0.60 -0.29 1.12 0.448
H 0.82352 -4.97364 1.89680 -0.09 0.02 -0.88 0.394
H -1.29548 -3.16364 1.67380 1.11 0.16 -0.15 -0.109
H -1.26248 -3.29564 3.39280 0.00 -0.70 -0.34 0.409
H -2.81648 -4.88564 2.50380 1.48 0.05 -0.11 0.341
H -0.64348 -5.62664 0.64180 0.14 -0.07 0.26 0.172
H -2.19948 -4.99264 0.24780 -0.23 -0.10 -0.29 -0.261
H -3.28848 -7.00864 1.21080 -0.57 0.34 0.29 0.384
H -1.85148 -7.69864 1.79180 0.67 0.43 -0.60 0.442
H -3.55748 -9.01064 0.23080 0.10 -0.07 0.28 0.292
H -1.77348 -9.40464 0.40180 -0.26 -0.59 0.53 0.327
H -2.55448 -9.44364 -1.12020 0.00 -0.26 -1.48 0.285
C -1.67348 1.82836 -2.64120 0.61 -0.62 1.77 -0.540
O -0.99148 2.96736 -2.23120 1.19 0.72 -0.14 -0.037
C -1.46148 4.21436 -2.70520 1.25 -0.42 4.97 -1.022
C -0.48348 5.21836 -2.06720 -0.44 0.49 0.18 -0.139
N -0.98548 6.56536 -2.24920 0.00 0.18 -1.63 -0.321
C -0.20648 7.63036 -1.74220 1.00 1.90 -0.13 -0.827
C -0.74548 9.00836 -2.25020 -1.46 -0.75 1.13 -0.611
O -0.81548 10.00936 -1.25720 0.73 0.44 -0.94 -0.344
C 0.42352 10.59436 -0.92720 -0.03 -1.73 1.27 -0.811
H -2.46948 1.70836 -1.90920 -0.80 -0.39 -0.60 0.343
H -1.00148 0.97036 -2.48320 -0.18 0.22 -0.17 -0.249
H -1.93248 1.87436 -3.66320 -0.78 -0.05 -1.18 0.496
H -2.47048 4.38836 -2.36720 -0.63 0.26 0.54 0.364
H -1.51448 4.23836 -3.69220 0.27 0.25 -4.72 0.577
H 0.56652 5.10436 -2.42920 -0.94 0.18 -0.07 0.108
H -0.45848 5.07736 -0.98520 0.22 -0.85 0.22 0.252
H -1.83348 6.72636 -1.74120 -0.90 -0.75 -0.11 0.293
H 0.84952 7.63636 -1.97020 0.41 -0.70 -0.83 0.516
H -0.14348 7.58736 -0.67120 -0.43 0.44 1.16 0.391
H -1.77748 8.98136 -2.58520 -0.38 -0.85 0.14 0.389
H -0.27048 9.29336 -3.15120 1.26 0.63 -0.80 0.337
H 0.20152 11.05836 -0.00520 0.14 1.11 0.91 0.304
H 0.97952 11.21736 -1.58420 -0.41 0.95 -1.30 0.329
H 1.14952 9.82936 -0.67620 0.25 -0.59 0.16 0.313
C 4.09052 -1.17464 0.80880 -1.06 0.18 -1.02 -1.000
C 4.10352 -2.68264 0.93180 -0.87 0.99 1.18 1.509
C 5.22852 -3.32064 0.24580 -0.06 -0.71 -0.27 -1.798
O 4.15252 -2.91664 2.35180 -1.71 -0.33 0.13 -0.729
H 4.91352 -0.66964 1.22580 1.43 -0.01 1.22 0.716
H 3.22452 -0.78964 1.32180 -0.43 0.21 0.06 -0.170
H 4.11452 -0.71764 -0.17320 -0.51 -0.53 -0.65 0.194
H 3.15552 -3.13564 0.59080 0.27 0.32 -0.20 -0.400
H 6.10652 -2.73164 0.33380 1.23 0.11 0.74 0.394
H 5.04452 -3.26164 -0.80320 -0.34 -0.41 -1.01 0.370
H 5.28352 -4.35564 0.58680 0.55 0.09 -0.21 0.396
H 3.16652 -2.90164 2.57480 2.02 -0.43 -0.03 0.538
C -1.08348 1.82136 0.66080 -0.72 1.68 0.33 -0.501
C -0.49748 1.43336 1.97380 -1.68 0.67 1.24 0.880
C -1.44848 0.53136 2.85180 0.24 1.62 0.19 -1.304
O 0.59152 0.63836 1.79980 3.01 -0.63 -0.28 -0.350
H -1.10248 1.03836 -0.04120 -0.47 -1.02 -0.77 0.219
H -0.69648 2.69136 0.13780 0.90 -0.05 0.24 -0.528
H -2.04548 2.20236 0.93180 -1.30 -0.19 -0.34 0.406
H -0.28148 2.41036 2.49380 0.01 -0.94 0.14 0.374
H -1.60348 -0.44164 2.44380 0.26 -0.77 -0.64 -0.094
H -2.45248 0.92936 2.97180 -0.04 0.43 0.03 0.507
H -1.00948 0.41336 3.84680 0.00 0.03 -0.11 0.364
H 1.37252 1.14136 1.43980 -0.67 -0.51 0.10 0.040
C 4.16452 1.92936 -0.92320 -1.20 -1.71 1.77 -1.494
C 3.30052 2.68536 0.07780 0.74 -0.64 -0.75 0.127
C 2.05452 3.22536 -0.55720 -0.96 -0.10 0.27 -0.576
O 2.94852 1.70036 1.08280 0.15 0.73 1.13 -0.525
H 5.04452 1.54036 -0.42120 0.03 -0.27 0.04 0.296
H 4.47552 2.42036 -1.76920 0.59 1.79 -1.85 0.597
H 3.52152 1.11836 -1.27820 0.37 -0.26 0.02 0.180
H 3.93852 3.45736 0.48480 -0.19 0.43 0.57 0.573
H 2.27052 3.83836 -1.44020 -0.04 0.32 0.55 0.429
H 1.42852 3.69036 0.22680 0.35 0.48 -0.60 0.169
H 1.38852 2.44136 -0.93920 0.41 -0.26 0.03 -0.030
H 3.10552 2.01136 2.00580 0.05 -0.09 -1.19 0.261
C -3.66348 -0.61564 -0.21620 0.76 -0.48 0.39 -0.862
C -3.60148 -1.98864 -0.83420 -0.31 0.63 -1.12 1.075
C -4.88248 -2.29564 -1.65420 0.08 -1.99 0.69 -1.697
O -2.51948 -1.93764 -1.75620 -0.33 -0.95 -0.92 -0.874
H -4.49348 -0.59264 0.42080 -1.61 0.32 1.04 0.524
H -3.82548 0.09636 -1.03820 0.56 0.10 0.55 0.157
H -2.79248 -0.49064 0.47480 -0.49 0.42 -1.15 -0.126
H -3.46848 -2.75464 -0.06520 0.13 -0.17 -0.03 -0.195
H -5.17448 -1.54064 -2.33820 0.27 0.99 -0.80 0.400
H -5.78948 -2.42764 -1.03520 0.59 -0.02 0.20 0.381
H -4.77448 -3.25764 -2.22920 0.08 0.93 0.51 0.366
H -1.66648 -1.89664 -1.31520 -0.20 0.33 0.58 -0.145
C 0.36852 -3.27164 -1.10020 -0.19 0.11 -1.29 -2.075
C 0.67652 -1.96464 -0.42820 1.03 -0.03 1.73 2.744
C 1.38552 -1.00664 -1.28720 0.81 1.52 -2.24 -1.052
O -0.48448 -1.29864 0.07780 -0.85 -1.26 -0.51 3.115
H -0.01848 -3.16564 -2.11620 0.19 0.41 -0.24 0.497
H -0.43848 -3.76964 -0.64120 -0.74 -0.76 1.06 0.440
H 1.22352 -3.94664 -1.19020 0.05 0.25 0.33 0.365
H 1.33052 -2.19264 0.43780 -0.40 0.07 -0.35 -1.701
H 2.22352 -1.42464 -1.89320 -0.45 0.09 0.63 0.430
H 1.76052 -0.14064 -0.73020 0.08 -0.28 0.12 -0.344
H 0.68552 -0.55764 -2.03120 0.24 -0.47 0.32 0.171
H -0.24148 -0.51264 0.57780 0.70 -0.02 0.23 -1.543
```
Forces are in eV/Å.

multiplicity = 1
gap between HOMO and LUMO = 9.1609 eV
SMILES = COCCNCCOC.COCCNCCOC.CC(C)O.CC(C)O.CC(C)O.CC(C)O.CC(C)O
largest force on an atom = 0.100 Eh/bohr
charge = 0
energy relative to the best compared isomer or geometry (same formula, charge and spin) = 347.2 kJ/mol